A cluster of 2 separate species, C2H10NO in total in a non-equilibrium geometry. Source: the Open Molecules 2025 dataset; level of theory: ωB97M-V with the def2-TZVPD basis set.

Lowest unoccupied orbital energy ... -3.288 eV
Strongest force on any atom ... 0.0300 Eh/bohr
Gap between HOMO and LUMO ... 12.41 eV
Energy ... -211.9385 Ha
Total charge ... +1

Last column: Mulliken charge in e.
Atoms and positions in Å:
C 0.41923 -0.38609 1.44745  -0.959
N -0.14203 -0.44687 0.07995  -0.042
C -1.57920 -0.84393 -0.09149  -0.777
H 1.50946 -0.34009 1.44627  0.343
H -0.00130 0.43983 2.01499  0.379
H 0.22329 -1.31095 1.98371  0.418
H 0.42119 -1.16128 -0.37405  0.378
H 0.06205 0.39790 -0.46134  0.266
H -2.04314 -0.71845 0.88353  0.305
H -1.68428 -1.88214 -0.40876  0.335
H -2.06314 -0.29171 -0.89097  0.356
H 1.89605 1.84414 -2.52074  0.326
H 1.57394 2.80650 -1.44812  0.324
O 1.40787 1.89316 -1.66043  -0.654